1.
C3H6S3 in the gas phase, computed with ωB97M-V with the def2-TZVPD basis set.

Structure (XYZ):
```
12
Properties=species:S:1:pos:R:3:forces:R:3
S 2.43617 -0.84334 -0.01773 2.38 0.18 -0.79
S -1.51971 1.19055 0.09516 -0.30 -0.27 -0.15
S -3.65918 -0.99172 0.08961 0.85 1.06 -0.51
C 0.29045 1.07353 -0.04388 3.02 -0.12 -2.32
C 0.79398 -0.53462 0.36001 -3.66 0.87 1.83
C -2.17899 -0.39373 -0.30707 1.22 -2.47 0.48
H 0.75649 1.29010 -1.26245 -1.67 -0.78 3.58
H 0.15137 -1.47250 -0.30309 1.87 3.21 2.47
H -1.40508 -1.24263 -0.63460 -1.76 2.44 0.24
H 0.64647 -0.60238 1.60958 -0.16 -0.12 -3.62
H 0.82046 2.09021 0.57314 -1.69 -3.58 -1.36
H 2.86756 0.43652 -0.15868 -0.11 -0.41 0.16
```
Positions in Å, forces in eV/Å.

Its charge is 0. The SMILES is S=CSCCS. The calculation puts the LUMO energy at -0.46 eV. The spin multiplicity is 1.

2.
11 unconnected molecules or ions with the total composition C27H80N10O15, computed with ωB97M-V with the def2-TZVPD basis set.

Structure (XYZ):
```
132
Properties=species:S:1:pos:R:3:forces:R:3
O -19.40507 3.38113 3.02196 1.97 -2.37 -1.64
O -21.07742 13.98251 2.70390 -1.30 -0.02 -1.49
O -17.72101 8.46419 3.28943 -0.71 -1.05 -1.88
O -22.77899 12.00779 1.89368 -0.68 -0.16 -0.43
O -27.26191 7.04186 2.98742 -0.06 0.32 0.66
O -17.16466 16.07260 3.96732 0.92 0.14 0.37
O -18.30659 6.81158 -0.01200 -0.22 0.92 0.28
O -16.21116 7.67050 5.33158 1.00 -0.62 -0.69
O -23.94082 7.89908 7.18462 0.28 -0.86 0.17
O -23.42154 3.60755 7.28500 -0.67 0.65 -2.49
O -22.78581 13.06557 7.84087 -0.03 -1.12 -0.95
O -17.81566 7.91184 7.70830 0.29 -0.63 -0.88
O -22.64218 9.25049 3.89829 -0.10 0.18 1.35
O -20.73777 11.89366 -0.22750 -0.13 -0.92 0.00
O -20.03113 12.35205 7.13261 0.29 -0.35 0.17
N -20.97192 7.88560 4.61561 -0.51 -1.29 1.62
N -25.64025 8.94266 8.17139 -2.75 0.60 3.36
N -25.13140 9.41841 6.13044 -1.19 2.10 -2.84
N -20.53592 5.22568 2.67991 -2.86 2.70 -4.28
N -19.77048 4.80024 4.65996 1.70 0.76 2.57
N -20.46119 9.62155 3.41155 -0.08 1.73 -0.63
N -20.79966 14.82470 -0.29646 -1.67 -0.42 0.90
N -19.26276 14.34886 4.69950 0.32 -0.45 -0.38
N -22.48957 5.77755 5.57241 0.30 -0.86 0.86
N -24.41253 9.17200 1.67558 0.61 -1.43 0.09
C -23.64125 3.40618 8.63895 -0.19 0.82 -0.03
C -20.22202 12.67485 -1.32656 -0.78 -0.15 0.71
C -21.44942 8.95664 4.02992 0.16 1.07 -2.45
C -18.16300 12.44619 3.46772 0.07 1.49 -0.90
C -18.00799 13.83036 4.11618 -0.42 0.12 0.88
C -21.15792 10.54720 -0.64448 0.60 0.93 -0.82
C -27.58451 7.37298 4.33316 -0.19 0.10 -0.37
C -16.11161 16.83735 3.37105 -0.47 -0.61 -0.60
C -25.95583 7.45397 2.64114 1.06 0.43 -1.01
C -26.60327 8.95740 0.71742 -0.27 0.40 0.39
C -17.91748 6.87850 6.73043 0.23 -1.69 -0.64
C -25.78542 8.86056 2.01490 -0.64 0.29 -1.40
C -22.40195 12.20528 6.71020 0.61 1.12 0.81
C -23.04406 12.61968 3.11731 1.29 0.23 0.88
C -19.78242 14.09686 -0.96214 1.88 0.18 0.19
C -17.45937 14.92198 3.19570 -0.32 -0.81 0.21
C -17.53619 7.47051 2.20278 1.18 0.65 1.46
C -18.45183 14.16208 -0.18709 0.52 -1.07 -0.35
C -24.35640 4.49614 6.56619 1.25 -1.49 -0.21
C -23.27771 3.84824 4.31167 -1.15 -0.30 1.14
C -18.60032 7.62971 1.13085 1.00 -0.91 0.93
C -22.40448 14.01429 3.17009 -1.25 -0.39 0.62
C -23.65860 4.95425 5.29551 0.05 1.19 -0.41
C -21.10137 11.44164 6.97991 -1.79 0.06 -0.77
C -16.57100 6.50310 6.05142 -1.16 1.37 1.87
C -19.84372 4.42675 3.39094 -0.05 -1.56 1.79
C -24.88371 8.69609 7.15066 3.73 -2.88 0.93
H -22.21929 12.86293 5.86036 0.18 0.03 -0.11
H -18.26118 5.94875 7.18379 -0.39 -0.09 0.35
H -25.22394 3.93148 6.22468 -0.30 -0.25 0.43
H -16.61911 5.57279 5.48546 -0.13 0.44 -0.56
H -20.07244 7.52998 4.32482 -0.25 -0.21 0.39
H -21.05249 12.85297 -2.00971 0.01 -0.45 -0.45
H -25.58163 8.42055 9.03399 0.05 0.19 -0.38
H -23.06409 14.70005 2.63835 0.55 0.29 -0.61
H -20.64376 5.09467 5.07323 0.40 0.03 0.34
H -22.74792 6.45149 6.27892 -0.44 0.72 0.20
H -18.60123 8.69642 0.90673 -0.33 -0.18 -0.60
H -21.82621 10.04119 0.05227 0.04 0.63 0.27
H -20.32620 9.87833 -0.86577 0.63 0.12 0.54
H -20.98608 14.23312 0.50065 -0.76 0.01 0.46
H -18.39417 13.47915 0.66049 -0.47 -0.16 0.08
H -18.16710 15.12821 0.22957 -0.27 0.26 -0.48
H -22.50455 14.31570 4.21280 0.44 0.28 0.27
H -19.61606 14.56384 -1.93289 0.19 0.00 -0.26
H -19.51497 7.30122 1.62441 -0.41 0.32 -0.41
H -25.61472 6.75328 1.87906 -0.02 -0.05 -0.19
H -23.23029 11.57682 6.38308 0.01 -0.21 0.60
H -16.57898 14.49157 2.71847 0.29 0.28 -0.21
H -26.38667 9.60681 8.02361 0.00 -0.33 0.77
H -18.20092 15.18321 2.44074 -0.05 -0.03 -0.21
H -20.44279 13.93229 3.42246 0.51 0.33 1.18
H -16.49808 7.54635 1.87927 -0.03 0.69 -0.85
H -15.88859 17.75748 3.91117 -0.56 -0.09 0.01
H -21.61131 10.58840 -1.63486 -0.64 0.36 0.05
H -21.15513 5.91391 3.08366 0.14 0.04 -0.03
H -17.25996 13.72664 4.90218 0.23 0.03 0.23
H -20.79917 4.80415 1.80064 -0.24 0.46 -0.12
H -17.15620 12.27787 3.08547 -0.06 -0.91 0.02
H -18.59349 11.64109 4.06319 0.44 0.20 0.35
H -24.34001 10.07809 1.23527 -0.01 0.13 0.11
H -26.03863 9.69545 2.66830 -1.22 -0.29 0.57
H -19.11690 15.33686 4.85008 -0.20 0.18 0.28
H -20.90712 10.84613 6.08786 -0.12 -0.34 -0.16
H -19.35871 11.67352 7.22771 1.09 0.70 0.19
H -21.73643 7.34582 4.99546 0.72 -1.01 0.02
H -25.20345 7.37462 3.42583 -0.25 -0.19 0.72
H -17.67042 13.80377 -0.85726 0.37 0.21 -0.04
H -22.26688 13.86807 7.74969 0.09 0.00 0.08
H -21.15414 10.77225 7.83853 -0.28 0.05 0.15
H -27.63191 8.66177 0.92380 -0.14 0.28 -0.21
H -17.29832 7.46597 8.38295 0.04 0.42 0.57
H -19.40305 12.10058 -1.75967 0.09 0.22 -0.42
H -23.12877 4.25532 9.09110 -0.27 -0.14 1.06
H -17.20272 8.07406 3.99709 0.31 0.40 0.76
H -25.91264 10.03048 6.31786 0.44 0.44 -1.71
H -26.24499 8.38164 -0.13596 0.37 -0.54 0.43
H -26.52582 9.98024 0.34878 -0.46 0.23 0.12
H -18.62965 7.09507 5.93418 -0.02 0.57 0.33
H -17.92963 5.98416 0.29604 -0.06 -0.14 0.10
H -15.86617 6.33024 6.86470 0.38 -0.11 -0.01
H -23.20099 2.45617 8.94186 -0.03 0.07 0.01
H -16.42506 16.98975 2.33828 0.15 0.75 -0.16
H -17.44835 6.49578 2.68266 -1.02 -0.53 -0.04
H -22.50046 12.06249 3.88028 -0.19 -0.43 0.40
H -20.75267 10.38466 2.81757 0.30 -0.11 -0.12
H -22.64502 4.11474 3.46505 -0.36 0.23 0.18
H -20.48555 15.66517 0.16727 0.43 0.26 -0.42
H -28.57758 7.02866 4.62188 -0.03 -0.38 -0.49
H -21.92911 5.15288 6.13436 0.48 -0.29 0.41
H -22.80087 3.06750 4.90426 0.26 -0.12 -0.18
H -19.53960 9.21044 3.36965 0.24 0.41 -0.11
H -24.24844 3.44830 4.01867 0.21 -0.33 -0.63
H -24.52661 9.27445 5.33444 -0.24 0.65 -0.49
H -24.37209 5.68136 4.90776 -0.27 -0.23 -0.71
H -24.67571 5.39311 7.09684 0.24 -0.14 0.56
H -15.76668 8.26859 5.93684 -0.09 0.14 -0.06
H -15.17386 16.28855 3.28427 0.09 -0.40 0.34
H -23.90097 9.19145 2.54623 0.60 0.30 -0.21
H -19.09214 4.17751 5.07489 -0.70 0.04 1.04
H -26.86623 6.89724 5.00087 0.18 0.26 0.25
H -18.81486 12.55630 2.60109 -0.10 -0.13 -0.17
H -21.91424 12.36655 1.68132 0.50 -0.08 -0.76
H -24.71694 3.41810 8.81458 -0.04 -0.08 0.58
H -27.63855 8.45532 4.45032 0.43 0.18 0.23
H -24.09645 12.63117 3.40092 -0.12 0.02 -0.38
H -19.43127 13.89518 5.58600 -0.17 -0.04 0.25
```
Positions in Å, forces in eV/Å.

Its charge is 0. The SMILES is COC[C@H](C)N.COC[C@H](C)N.COC[C@H](C)N.COC[C@H](C)N.NC(N)=O.NC(N)=O.NC(N)=O.OCCO.OCCO.OCCO.OCCO. The calculation puts the LUMO energy at 0.14 eV. The spin multiplicity is 1.

3.
C3H4N2O in the gas phase, computed with ωB97M-V with the def2-TZVPD basis set.

Structure (XYZ):
```
10
Properties=species:S:1:pos:R:3:forces:R:3
O 2.51936 -0.23801 0.28885 -0.07 -0.16 -0.32
N -2.35810 1.96960 -0.41604 0.68 -1.66 0.27
N 1.30578 -0.62324 -0.29980 -0.32 0.57 0.81
C -1.83755 0.94131 -0.26879 -0.54 1.70 -0.33
C 0.35596 -0.01830 0.29448 0.26 0.07 -0.28
C -1.06825 -0.29154 -0.09756 -0.08 -0.24 0.53
H 3.18557 -0.68012 -0.24960 -0.07 -0.01 0.00
H -1.09469 -0.87954 -0.99578 0.01 -0.19 -0.56
H -1.55228 -0.90942 0.67172 0.06 0.22 -0.02
H 0.54420 0.72925 1.07252 0.07 -0.29 -0.10
```
Positions in Å, forces in eV/Å.

Its charge is 0. The SMILES is N#CC/C=N/O. The calculation puts the LUMO energy at 0.90 eV. The spin multiplicity is 1.

4.
A gas-phase ion, C5H8N3 (charge +1), computed with ωB97M-V with the def2-TZVPD basis set.

Structure (XYZ):
```
16
Properties=species:S:1:pos:R:3:forces:R:3
N 0.07406 -1.71947 -0.69239 -0.19 -0.70 -1.62
N -0.57530 0.30640 0.22009 -1.10 -1.52 0.59
N -0.89171 -2.29611 0.09512 -0.15 -2.53 0.44
C -1.89403 -1.55728 0.20855 -0.36 0.96 -0.27
C -0.12220 1.50367 0.92780 -0.60 -0.57 1.05
C 0.31990 -0.44249 -0.38076 0.01 -0.40 -2.23
C -1.96796 -0.23624 0.12005 2.05 2.21 1.21
C 1.64506 0.08971 -0.66203 -0.42 2.51 1.59
H 2.26655 -0.58769 -1.15095 1.09 -1.08 -0.64
H 1.89566 0.19863 0.44546 1.10 -0.03 -1.56
H 1.64572 1.11171 -1.16540 -0.03 -1.37 0.80
H -0.41743 2.31948 0.32883 0.48 1.32 -0.83
H 0.46004 -2.31651 -1.49549 -0.12 1.46 1.86
H 0.95876 1.41406 1.18116 -1.25 0.61 -0.12
H -2.65397 0.58732 0.20444 -0.82 -0.56 -0.54
H -0.74315 1.62480 1.81552 0.31 -0.31 0.26
```
Positions in Å, forces in eV/Å.

Its charge is +1. The SMILES is CC1=[NH+]N=C=CN1C. The calculation puts the LUMO energy (spin up / spin down) at -5.41 / -5.41 eV. The spin multiplicity is 1.

Asked for E across the records above, the calculation gives -1312.312870; -2752.767135; -301.393007; -359.173199 Eh in order.
Asked for ΔE to the lowest compared entry with this formula, charge and spin across the records above, the calculation gives 92.4; 60.3; 59.1; 114.0 kcal/mol in order.